[1]
Entry from the OMol25 dataset: a structure of composition C5H9N (ωB97M-V/def2-TZVPD).

Structure (XYZ):
```
15
C5H9N, DFT ωB97M-V/def2-TZVPD
H -0.896 1.329 -1.488
C 1.674 -0.042 -0.221
C 0.168 -0.085 -0.064
C -0.615 -1.179 -0.685
H 2.147 -0.996 0.026
C -0.673 1.133 -0.439
H -1.032 -0.920 1.815
H -0.339 0.749 1.864
C -0.761 -0.034 1.222
H 1.934 0.210 -1.261
H 2.097 0.740 0.416
H -0.387 2.075 0.067
H -1.292 -1.815 -0.145
N -1.764 0.388 0.274
H -0.191 -1.670 -1.583
```

Values from the calculation:
LUMO (spin up / spin down): 0.347 / 0.262 eV
Energy relative to the best compared isomer or geometry (same formula, charge and spin): 116.9 kcal per mole
Calculated total energy: -6815.92696 eV
E_HOMO (spin up / spin down): -0.32612 / -0.29940 Eh
Max |F|: 1.67 eV/A

[2]
Entry from the OMol25 dataset: a structure of composition C5H9N (ωB97M-V/def2-TZVPD).

Structure (XYZ):
```
15
C5H9N, DFT ωB97M-V/def2-TZVPD
C -0.483 -1.086 -0.883
H -1.058 -0.430 1.102
H 1.778 1.080 1.190
H -1.720 -0.628 -0.597
H 1.447 -0.409 2.222
H -0.791 1.970 0.685
H -0.621 -2.136 -0.665
C 1.751 -0.762 0.175
C -0.771 -0.097 0.113
H 0.120 1.642 -0.795
N 1.686 -1.442 -0.802
C 1.452 0.044 1.233
C -0.779 1.378 -0.231
H -1.653 1.658 -0.831
H -0.357 -0.784 -1.916
```

Values from the calculation:
LUMO: 0.830 eV
Energy relative to the best compared isomer or geometry (same formula, charge and spin): 102.5 kcal per mole
Calculated total energy: -6816.54951 eV
E_HOMO: -0.28426 Eh
Max |F|: 1.44 eV/A

[3]
Entry from the OMol25 dataset: an isolated molecule of C5H9N (ωB97M-V/def2-TZVPD).

Structure (XYZ):
```
15
C5H9N, DFT ωB97M-V/def2-TZVPD
C 1.812 -1.125 0.072
C -1.657 1.143 0.355
C -0.705 -0.081 -0.159
H 1.552 -2.181 0.195
H 2.114 -0.971 -0.970
H -1.145 2.058 0.114
H 1.104 0.858 0.439
H -1.523 -0.680 0.184
H 0.514 -0.337 1.601
H -2.663 1.150 -0.119
N -0.399 0.192 -2.752
C -0.543 -0.009 -1.620
H 2.715 -0.954 0.680
C 0.694 -0.156 0.538
H -1.870 1.093 1.442
```

Values from the calculation:
LUMO: 0.918 eV
SMILES: CC[C@@H](C)C#N
Energy relative to the best compared isomer or geometry (same formula, charge and spin): 21.9 kcal per mole
Calculated total energy: -6820.04483 eV
E_HOMO: -0.39972 Eh
Max |F|: 2.59 eV/A

[4]
Entry from the OMol25 dataset: an isolated molecule of C5H9N (ωB97M-V/def2-TZVPD).

Structure (XYZ):
```
15
C5H9N, DFT ωB97M-V/def2-TZVPD
C -1.880 0.833 1.449
H -1.621 -0.173 1.750
H -0.126 1.003 -1.425
H 1.075 -1.162 -1.736
H -2.137 2.000 -0.284
H -2.424 1.440 2.151
C -1.573 1.221 0.222
C 1.342 -0.942 -0.704
H 2.848 -0.920 0.771
N 0.283 -0.381 0.018
C -0.689 0.426 -0.693
H 3.410 -1.289 -0.935
H -1.297 -0.266 -1.290
C 2.586 -1.105 -0.262
H 0.203 -0.685 0.971
```

Values from the calculation:
LUMO: 1.130 eV
SMILES: C=CCNC=C
Energy relative to the best compared isomer or geometry (same formula, charge and spin): 48.3 kcal per mole
Calculated total energy: -6818.90101 eV
E_HOMO: -0.29052 Eh
Max |F|: 1.43 eV/A

[5]
Entry from the OMol25 dataset: a cluster of 2 separate species, C5H9N in total (ωB97M-V/def2-TZVPD).

Structure (XYZ):
```
15
C5H9N, DFT ωB97M-V/def2-TZVPD
C 0.472 -1.421 -0.829
C 0.537 -0.210 0.089
H 0.658 2.922 0.861
C -3.097 -1.474 -0.198
C -0.112 0.930 -0.099
H -0.802 1.096 -1.027
N -2.844 -0.413 -0.468
H 0.231 -2.360 -0.406
H -0.282 -1.255 -1.559
H 1.314 -0.273 0.811
H 1.332 -1.669 -1.450
C -0.144 2.144 0.870
H 0.095 1.648 1.881
H -1.046 2.733 0.765
H -3.295 -2.499 -0.106
```

Values from the calculation:
LUMO: 1.024 eV
SMILES: C/C=C/C.C#N
Energy relative to the best compared isomer or geometry (same formula, charge and spin): 51.3 kcal per mole
Calculated total energy: -6818.77135 eV
E_HOMO: -0.32834 Eh
Max |F|: 2.87 eV/A

[6]
Entry from the OMol25 dataset: an isolated molecule of C5H9N (ωB97M-V/def2-TZVPD).

Structure (XYZ):
```
15
C5H9N, DFT ωB97M-V/def2-TZVPD
H -1.764 -2.768 -0.921
C -0.183 0.139 0.724
C -0.010 1.177 -0.380
C 1.412 1.711 -0.440
H -0.311 0.743 -1.342
C 0.429 -1.137 0.389
H -1.748 -3.156 0.821
H 1.703 2.122 0.534
C -1.527 -2.403 0.072
H 1.521 2.502 -1.186
N 0.071 -2.203 0.088
H 2.117 0.908 -0.683
H 0.189 0.487 1.692
H -0.715 1.986 -0.173
H -1.260 -0.187 0.810
```

Values from the calculation:
LUMO (spin up / spin down): -0.279 / 0.015 eV
Energy relative to the best compared isomer or geometry (same formula, charge and spin): 106.6 kcal per mole
Calculated total energy: -6816.37114 eV
E_HOMO (spin up / spin down): -0.27694 / -0.31049 Eh
Max |F|: 3.51 eV/A

[7]
Entry from the OMol25 dataset: an isolated molecule of C5H9N (ωB97M-V/def2-TZVPD).

Structure (XYZ):
```
15
C5H9N, DFT ωB97M-V/def2-TZVPD
C -0.750 0.808 0.501
H 0.220 -0.970 0.048
H 0.089 -1.507 -2.461
H -0.408 -0.891 3.321
C 0.001 0.042 -0.284
H -1.230 1.739 0.225
H 0.805 -0.080 2.089
C -0.210 -0.244 2.473
N -1.120 0.378 1.828
H 1.411 -0.782 -3.298
H 1.514 0.932 -1.487
H 1.701 -1.565 -1.626
C 1.053 -1.022 -2.301
C 0.607 0.321 -1.637
H 0.063 0.930 -2.363
```

Values from the calculation:
LUMO: 0.931 eV
SMILES: C=N/C=C/CC
Energy relative to the best compared isomer or geometry (same formula, charge and spin): 42.9 kcal per mole
Calculated total energy: -6819.13590 eV
E_HOMO: -0.32466 Eh
Max |F|: 2.52 eV/A

[8]
Entry from the OMol25 dataset: a cluster of 2 separate species, C5H9N in total (ωB97M-V/def2-TZVPD).

Structure (XYZ):
```
15
C5H9N, DFT ωB97M-V/def2-TZVPD
H 2.831 0.134 -1.649
C -2.211 0.153 0.261
H -3.120 -0.197 -0.237
N 0.974 2.222 -0.088
H 1.128 -0.897 0.231
H 0.195 -0.317 1.616
H 3.579 0.251 -0.100
C 3.051 -0.482 -0.749
C 0.671 1.142 0.198
C 0.295 -0.240 0.527
H -0.862 -0.598 -1.257
C -1.002 -0.671 -0.172
H -2.076 1.212 0.014
H -2.370 0.078 1.343
H -1.162 -1.730 0.056
```

Values from the calculation:
LUMO (spin up / spin down): -1.070 / -1.075 eV
Energy relative to the best compared isomer or geometry (same formula, charge and spin): 112.2 kcal per mole
Calculated total energy: -6816.13061 eV
E_HOMO (spin up / spin down): -0.36074 / -0.36324 Eh
Max |F|: 1.13 eV/A

[9]
Entry from the OMol25 dataset: a cluster of 2 separate species, C5H9N2 in total (ωB97M-V/def2-TZVPD).

Structure (XYZ):
```
16
C5H9N2, DFT ωB97M-V/def2-TZVPD
H 1.425 0.410 1.017
H -2.042 -0.217 -2.098
H -0.355 -0.420 -2.934
H 1.982 -3.870 0.109
C 1.594 -2.793 0.184
H -1.284 1.513 1.681
C -0.370 1.140 2.065
H -0.678 -1.037 -1.223
C 0.534 0.938 0.867
N 0.105 1.082 -0.247
H -0.479 0.300 2.730
C -0.424 1.135 -1.374
H -0.187 2.025 -1.854
C -0.947 -0.191 -2.000
N 1.065 -1.784 0.237
H 0.061 1.769 2.839
```

Values from the calculation:
LUMO: -3.960 eV
Net charge: +1
Energy relative to the best compared isomer or geometry (same formula, charge and spin): 87.2 kcal per mole
Calculated total energy: -8301.95101 eV
E_HOMO: -0.59672 Eh
Max |F|: 4.72 eV/A

[10]
Entry from the OMol25 dataset: the ion C5H9N2 with charge +1 (ωB97M-V/def2-TZVPD).

Structure (XYZ):
```
16
C5H9N2, DFT ωB97M-V/def2-TZVPD
C 3.923 0.129 -0.243
C -1.298 1.371 0.042
H -2.364 1.513 -0.045
C 1.651 -0.310 0.442
H 4.703 0.271 -0.829
H 0.048 -0.905 1.690
H -1.778 -1.444 0.851
C 0.368 -0.452 0.720
C -1.578 -1.144 -0.176
N -0.729 0.010 -0.166
H -2.508 -0.987 -0.781
H -1.036 -2.015 -0.692
H -0.992 2.074 -0.750
H -0.103 0.108 -1.039
N 2.726 0.065 -0.088
H -1.034 1.716 1.064
```

Values from the calculation:
LUMO: -4.270 eV
Net charge: +1
Energy relative to the best compared isomer or geometry (same formula, charge and spin): 160.7 kcal per mole
Calculated total energy: -8298.76459 eV
E_HOMO: -0.44507 Eh
Max |F|: 5.77 eV/A

[11]
Entry from the OMol25 dataset: a structure of composition C5H9N2 (ωB97M-V/def2-TZVPD).

Structure (XYZ):
```
16
C5H9N2, DFT ωB97M-V/def2-TZVPD
C 1.591 -0.957 -0.070
H 1.738 -2.098 -0.162
H 0.296 1.456 1.644
C -0.668 1.581 1.214
H -1.055 2.571 0.703
N 0.256 -0.602 -0.413
C -0.796 0.430 0.103
N -1.814 -0.698 0.183
H 1.825 -0.641 0.908
H 2.339 -0.425 -0.798
H -0.705 0.243 -2.109
H -1.023 -2.512 -0.309
C -0.150 0.514 -1.238
H 0.555 1.282 -1.379
H -1.496 1.321 1.965
C -0.894 -1.465 -0.241
```

Values from the calculation:
LUMO: -4.280 eV
Net charge: +1
Energy relative to the best compared isomer or geometry (same formula, charge and spin): 123.1 kcal per mole
Calculated total energy: -8300.39626 eV
E_HOMO: -0.56949 Eh
Max |F|: 4.25 eV/A

[12]
Entry from the OMol25 dataset: the ion C5H9N2 with charge +1 (ωB97M-V/def2-TZVPD).

Structure (XYZ):
```
16
C5H9N2, DFT ωB97M-V/def2-TZVPD
H -0.425 1.948 1.195
H 1.172 0.230 -1.971
C -0.308 -0.773 0.005
N -0.430 -1.787 -1.240
H -0.494 -1.488 -2.169
H -0.437 0.269 3.099
H -0.443 1.230 -2.177
H 1.334 1.525 1.043
C 0.242 1.177 1.052
H 0.972 1.957 -1.340
C -0.356 -1.053 1.395
H -0.557 -2.798 -1.018
C 0.467 0.945 -1.563
H -0.771 -1.951 1.845
C -0.082 0.123 2.058
N 0.117 0.445 -0.213
```

Values from the calculation:
LUMO: -4.633 eV
Net charge: +1
SMILES: CN1CC=CC1=[NH2+]
Energy relative to the best compared isomer or geometry (same formula, charge and spin): 61.9 kcal per mole
Calculated total energy: -8303.05011 eV
E_HOMO: -0.53599 Eh
Max |F|: 7.04 eV/A

[13]
Entry from the OMol25 dataset: the ion C5H9N2 with charge +1 (ωB97M-V/def2-TZVPD).

Structure (XYZ):
```
16
C5H9N2, DFT ωB97M-V/def2-TZVPD
C 0.124 -1.004 -0.458
C 1.019 1.106 -0.500
H 1.682 1.818 -0.040
H -2.853 -1.056 -0.355
C -2.289 -0.281 0.119
H 0.005 -2.113 -0.583
H -2.546 -0.409 1.246
H 3.048 -0.036 0.905
C 2.139 -0.627 0.681
H 2.135 -1.682 0.889
N -0.203 0.990 0.301
H -2.713 0.642 -0.342
H -0.794 1.809 0.211
N 1.378 -0.355 -0.323
H 0.757 1.319 -1.627
C -0.888 -0.122 -0.124
```

Values from the calculation:
LUMO (spin up / spin down): -5.302 / -5.302 eV
Net charge: +1
SMILES: C=[N+]1C=C(C)NC1
Energy relative to the best compared isomer or geometry (same formula, charge and spin): 91.9 kcal per mole
Calculated total energy: -8301.74510 eV
E_HOMO (spin up / spin down): -0.48687 / -0.48686 Eh
Max |F|: 5.32 eV/A

[14]
Entry from the OMol25 dataset: the ion C5H9N2 with charge +1 (ωB97M-V/def2-TZVPD).

Structure (XYZ):
```
16
C5H9N2, DFT ωB97M-V/def2-TZVPD
C -1.215 -0.349 -1.328
C -1.279 0.927 -0.439
C -1.032 1.074 1.050
H -1.715 1.921 -0.863
C 0.100 -0.917 -0.732
C 1.969 -0.323 0.643
H 2.114 0.202 1.682
H 0.350 -1.917 -1.130
H -1.406 1.905 1.553
N 0.096 1.125 0.156
H 2.215 -1.333 0.805
H -1.163 0.309 1.693
N 0.779 -0.060 0.012
H -1.033 -0.063 -2.388
H -2.053 -1.062 -1.343
H 2.972 0.002 0.074
```

Values from the calculation:
LUMO: -4.959 eV
Net charge: +1
SMILES: C[N+]1=CC[C@H]2CN21
Energy relative to the best compared isomer or geometry (same formula, charge and spin): 115.1 kcal per mole
Calculated total energy: -8300.74310 eV
E_HOMO: -0.52908 Eh
Max |F|: 7.01 eV/A

[15]
Entry from the OMol25 dataset: the ion C5H9N2 with charge +1 (ωB97M-V/def2-TZVPD).

Structure (XYZ):
```
16
C5H9N2, DFT ωB97M-V/def2-TZVPD
H -0.530 -2.327 -0.288
C 1.011 -0.927 0.059
H 3.242 1.057 0.854
C -1.707 1.093 0.120
H -3.384 -0.334 0.641
H -1.784 1.459 1.209
H 2.686 1.187 -0.897
C -0.316 -1.243 -0.079
H -1.273 1.808 -0.551
H 3.218 -0.300 -0.081
N 1.438 0.266 0.169
H 1.636 -1.824 -0.017
N -1.352 -0.331 0.147
C -2.668 0.028 -0.123
C 2.789 0.637 0.004
H -3.005 -0.249 -1.168
```

Values from the calculation:
LUMO: -6.106 eV
Net charge: +1
SMILES: C/N=C/C=[N+]1CC1
Energy relative to the best compared isomer or geometry (same formula, charge and spin): 124.6 kcal per mole
Calculated total energy: -8300.32930 eV
E_HOMO: -0.52841 Eh
Max |F|: 7.45 eV/A